Molecular formula: C30H75N9O18
Method: DFT, ωB97M-V/def2-TZVPD

Summary:
**<S²>**: 0.76
**Total charge**: +7
**DFT total energy**: -82499.8549 eV
**Multiplicity**: 2
**Kohn-Sham gap (spin up / spin down)**: 4.1004 / 3.0985 eV

```
132
Properties=species:S:1:pos:R:3:mulliken_spin:R:1
C -13.53 -27.60 17.09 0.0000
C -13.14 -26.30 17.57 0.0000
O -12.81 -26.10 18.76 0.0000
N -13.36 -25.17 16.57 -0.0001
H -12.51 -24.65 16.43 0.0000
H -13.64 -25.54 15.68 0.0000
C -14.48 -24.14 16.98 -0.0001
H -13.16 -27.87 16.10 0.0000
H -14.60 -27.75 17.18 0.0000
H -13.26 -28.44 17.73 0.0000
H -14.69 -23.38 16.23 -0.0003
H -14.10 -23.64 17.88 0.0001
H -15.46 -24.57 17.19 0.0001
C -14.68 -23.87 12.34 0.0004
C -14.74 -22.67 11.44 -0.0004
O -15.11 -22.67 10.28 0.0006
N -14.30 -21.29 12.02 -0.0043
H -15.14 -20.92 12.44 -0.0002
H -13.67 -21.41 12.81 0.0064
C -13.57 -20.37 11.01 0.0006
H -15.48 -23.67 13.05 -0.0001
H -13.76 -24.12 12.86 0.0001
H -14.94 -24.76 11.77 0.0000
H -12.66 -20.78 10.57 0.0001
H -13.27 -19.41 11.42 -0.0012
H -14.21 -20.26 10.14 0.0000
C -18.40 -16.29 15.10 -0.0001
C -16.93 -15.95 14.96 -0.0001
O -16.15 -16.56 14.32 0.0001
N -16.41 -14.64 15.51 0.0000
H -16.68 -14.72 16.48 0.0000
H -15.42 -14.76 15.66 0.0000
C -16.62 -13.32 14.70 0.0000
H -18.57 -17.36 15.23 0.0000
H -18.78 -16.00 14.12 0.0000
H -18.94 -15.74 15.87 0.0000
H -17.24 -13.52 13.83 0.0000
H -15.69 -12.87 14.37 0.0000
H -17.28 -12.77 15.37 0.0000
C -17.25 -22.22 17.42 -0.0002
C -18.02 -23.21 18.18 0.0000
O -17.81 -24.41 18.08 0.0000
N -19.07 -22.58 19.09 0.0000
H -18.63 -21.99 19.78 0.0000
H -19.69 -21.93 18.63 0.0000
C -20.06 -23.61 19.67 0.0000
H -16.82 -22.54 16.47 0.0000
H -16.41 -21.92 18.04 -0.0001
H -17.92 -21.41 17.16 0.0001
H -20.68 -24.12 18.92 0.0000
H -20.66 -23.08 20.40 0.0000
H -19.64 -24.38 20.32 0.0000
C -12.58 -14.95 12.64 0.0000
C -13.09 -16.37 12.61 -0.0002
O -13.87 -16.82 11.77 -0.0001
N -12.27 -17.28 13.48 -0.0001
H -11.76 -17.92 12.88 -0.0002
H -11.54 -16.73 13.91 0.0001
C -13.16 -17.97 14.50 -0.0046
H -13.28 -14.34 12.06 0.0000
H -11.67 -14.88 12.04 0.0000
H -12.54 -14.46 13.61 0.0000
H -13.79 -18.61 13.89 0.0010
H -13.81 -17.26 15.02 -0.0010
H -12.36 -18.46 15.05 -0.0002
C -21.68 -23.64 12.41 0.0000
C -20.29 -23.43 11.75 0.0000
O -19.42 -24.15 12.17 0.0000
N -20.01 -22.32 10.68 0.0000
H -20.39 -22.67 9.82 0.0000
H -20.58 -21.54 10.97 0.0000
C -18.53 -21.93 10.73 -0.0004
H -21.97 -22.88 13.14 0.0000
H -21.68 -24.62 12.87 0.0000
H -22.50 -23.88 11.73 0.0000
H -18.33 -21.48 11.70 0.0003
H -18.39 -21.21 9.92 0.0000
H -18.05 -22.90 10.61 0.0000
C -17.15 -17.99 11.54 -0.0007
C -16.95 -17.71 10.04 0.0001
O -16.21 -18.36 9.27 0.0000
N -17.60 -16.54 9.48 0.0000
H -18.25 -16.19 10.17 0.0000
H -16.85 -15.87 9.48 0.0000
C -18.32 -16.95 8.14 0.0000
H -16.21 -18.27 12.01 0.0001
H -17.89 -18.80 11.56 0.0000
H -17.57 -17.20 12.15 0.0003
H -18.61 -15.95 7.81 0.0000
H -19.12 -17.64 8.41 0.0000
H -17.51 -17.31 7.51 0.0000
C -14.70 -19.24 18.13 0.0002
C -13.98 -17.93 18.45 -0.0001
O -12.93 -17.55 18.04 0.0000
N -14.95 -16.96 19.13 0.0000
H -15.51 -16.40 18.50 0.0000
H -15.67 -17.53 19.56 0.0000
C -14.23 -16.02 20.09 0.0000
H -15.32 -19.58 18.96 0.0000
H -13.91 -19.94 17.86 -0.0003
H -15.40 -19.15 17.30 0.0003
H -13.42 -15.61 19.50 0.0000
H -13.81 -16.67 20.85 0.0000
H -15.06 -15.36 20.37 0.0000
C -19.88 -18.54 17.51 0.0000
C -20.20 -17.45 18.56 0.0000
O -21.01 -16.45 18.41 0.0000
N -19.59 -17.82 19.98 0.0000
H -19.61 -18.83 20.03 0.0000
H -18.59 -17.67 20.00 0.0000
C -20.24 -17.09 21.13 0.0000
H -20.32 -19.47 17.89 0.0000
H -18.82 -18.82 17.43 0.0000
H -20.38 -18.37 16.56 0.0000
H -19.84 -16.08 21.16 0.0000
H -20.00 -17.59 22.07 0.0000
H -21.32 -17.14 21.01 0.0000
O -12.71 -21.15 15.99 0.0021
C -11.81 -21.04 14.99 -0.0386
O -10.63 -20.88 15.26 0.7901
O -12.17 -21.24 13.85 0.2326
H -13.54 -21.02 15.52 0.0111
O -16.98 -19.67 15.57 -0.0008
C -16.37 -20.35 14.56 0.0012
O -16.82 -20.22 13.45 0.0001
O -15.30 -20.97 14.81 0.0059
H -17.74 -19.48 15.02 0.0002
O -19.56 -19.36 14.08 0.0000
C -20.68 -19.36 13.30 -0.0001
O -21.71 -18.83 13.66 0.0000
O -20.58 -19.91 12.19 0.0000
H -19.20 -19.98 13.44 0.0001
```

=====

Molecular formula: C30H75O20P5Tl
Method: DFT, ωB97M-V/def2-TZVPD

Summary:
**ΔE to the lowest compared entry with this formula, charge and spin**: 222.2 kcal per mole
**Total charge**: +3
**DFT total energy**: -124393.2586 eV
**Multiplicity**: 1
**Kohn-Sham gap**: 1.1942 eV

```
131
Properties=species:S:1:pos:R:3:lowdin_charge:R:1
Tl 19.74 27.21 -0.20 0.9662
C 10.67 29.60 -2.58 -0.0516
C 11.67 30.28 -1.62 -0.2389
O 12.83 29.44 -1.45 -0.1458
P 13.44 29.31 0.04 0.4826
O 14.77 28.68 -0.08 -0.2254
O 12.33 28.53 0.90 -0.1391
C 12.58 27.22 1.30 -0.2839
C 11.70 26.84 2.50 -0.0443
O 13.28 30.84 0.61 -0.1741
C 13.83 31.21 1.86 -0.2686
C 13.13 32.41 2.53 -0.0450
H 11.05 29.53 -3.60 0.0731
H 10.34 28.58 -2.33 0.0803
H 9.80 30.25 -2.69 0.0849
H 12.00 31.28 -1.92 0.1299
H 11.10 30.43 -0.70 0.1116
H 12.34 26.52 0.50 0.1304
H 13.64 27.10 1.54 0.1124
H 12.01 25.87 2.88 0.0827
H 11.80 27.60 3.27 0.0811
H 10.64 26.80 2.24 0.0847
H 13.72 30.32 2.47 0.1119
H 14.88 31.45 1.75 0.1213
H 13.06 33.25 1.85 0.0848
H 12.11 32.13 2.78 0.0803
H 13.59 32.64 3.50 0.0864
C 12.89 23.78 -3.58 -0.0539
C 14.26 23.36 -3.11 -0.2647
O 14.16 22.56 -1.93 -0.1570
P 15.48 22.08 -1.20 0.5158
O 16.54 23.12 -1.09 -0.1913
O 14.99 21.46 0.21 -0.1690
C 14.11 20.34 0.17 -0.2639
C 12.87 20.71 1.01 -0.0447
O 16.02 20.75 -2.07 -0.1460
C 17.21 20.14 -1.64 -0.2805
C 17.25 18.67 -2.06 -0.0446
H 12.29 24.07 -2.72 0.0797
H 13.02 24.66 -4.22 0.0845
H 12.29 23.02 -4.08 0.0881
H 14.76 22.87 -3.95 0.1299
H 14.86 24.18 -2.72 0.1151
H 13.87 20.00 -0.84 0.1173
H 14.61 19.47 0.58 0.1244
H 13.19 21.20 1.93 0.0789
H 12.23 21.44 0.52 0.0787
H 12.32 19.81 1.28 0.0865
H 18.10 20.65 -2.00 0.1341
H 17.19 20.15 -0.55 0.1156
H 17.46 18.62 -3.13 0.0813
H 18.12 18.12 -1.69 0.0915
H 16.26 18.25 -1.93 0.0871
C 21.69 21.03 6.57 -0.0266
C 22.47 20.90 5.24 -0.2711
O 22.08 21.93 4.39 -0.1386
P 21.15 21.56 3.06 0.5422
O 20.96 22.75 2.22 -0.2115
O 21.89 20.33 2.31 -0.1655
C 22.80 20.46 1.20 -0.2736
C 24.14 20.89 1.63 -0.0648
O 19.79 20.87 3.68 -0.1345
C 18.86 21.72 4.23 -0.2990
C 17.80 20.90 5.05 -0.0309
H 21.96 21.88 7.20 0.0873
H 20.63 21.20 6.40 0.0565
H 21.85 20.11 7.13 0.0953
H 23.53 20.98 5.48 0.1370
H 22.38 19.88 4.86 0.1245
H 22.76 19.53 0.64 0.1336
H 22.41 21.19 0.49 0.1121
H 24.89 20.85 0.84 0.0948
H 24.16 21.87 2.10 0.0869
H 24.42 20.06 2.29 0.0922
H 19.34 22.48 4.84 0.1179
H 18.36 22.32 3.47 0.1213
H 18.30 20.41 5.88 0.0742
H 17.06 21.58 5.46 0.0808
H 17.24 20.15 4.48 0.0807
C 25.83 33.16 1.64 -0.0302
C 25.04 31.84 1.61 -0.2825
O 25.07 31.22 2.85 -0.1198
P 23.87 30.34 3.42 0.5409
O 22.98 29.61 2.48 -0.2302
O 23.12 31.42 4.39 -0.1365
C 22.26 32.48 3.89 -0.2120
C 20.78 32.10 3.65 -0.0662
O 24.65 29.39 4.54 -0.1366
C 24.18 28.07 4.65 -0.2916
C 24.65 27.46 5.99 -0.0428
H 26.89 32.92 1.74 0.0898
H 25.59 33.73 0.73 0.0912
H 25.51 33.69 2.53 0.0839
H 24.01 32.04 1.30 0.1118
H 25.52 31.25 0.83 0.1369
H 22.15 33.27 4.64 0.1273
H 22.64 32.99 3.01 0.1115
H 20.13 32.87 3.23 0.0852
H 20.68 31.24 2.99 0.0553
H 20.30 31.74 4.56 0.0803
H 23.09 28.04 4.64 0.1155
H 24.51 27.44 3.82 0.1274
H 24.12 27.85 6.85 0.0828
H 24.66 26.37 6.02 0.0809
H 25.64 27.87 6.21 0.0838
C 20.76 26.98 -8.79 -0.0279
C 20.17 27.32 -7.39 -0.2815
O 18.91 27.91 -7.50 -0.1569
P 17.63 27.37 -6.55 0.5388
O 18.01 27.19 -5.14 -0.2071
O 17.09 26.06 -7.40 -0.1365
C 16.72 26.15 -8.73 -0.2825
C 15.19 26.08 -8.80 -0.0401
O 16.47 28.41 -6.87 -0.1824
C 16.37 29.73 -6.28 -0.2015
C 17.23 30.74 -7.12 -0.0503
H 21.60 26.29 -8.71 0.0904
H 19.92 26.50 -9.31 0.0709
H 20.96 27.88 -9.36 0.0850
H 20.10 26.36 -6.89 0.1106
H 20.90 27.84 -6.76 0.1312
H 17.18 27.00 -9.25 0.1253
H 17.03 25.25 -9.25 0.1356
H 14.66 26.98 -8.48 0.0793
H 14.90 25.89 -9.83 0.0906
H 14.89 25.25 -8.16 0.0863
H 15.33 30.05 -6.36 0.1207
H 16.64 29.72 -5.22 0.1120
H 16.97 31.78 -6.94 0.0815
H 18.29 30.53 -7.00 0.0680
H 16.94 30.61 -8.16 0.0826
```

=====

Molecular formula: C30H76AsClF12N6O9S2
Method: DFT, ωB97M-V/def2-TZVPD

Summary:
**Total charge**: +2
**DFT total energy**: -187336.0265 eV
**Multiplicity**: 1
**Kohn-Sham gap**: 8.6157 eV

```
137
Properties=species:S:1:pos:R:3:lowdin_charge:R:1
Cl 16.54 -3.85 14.57 -0.2911
C 19.40 -2.99 19.06 -0.6547
F 19.57 -2.95 17.77 0.1271
F 19.71 -4.21 19.42 0.1466
F 20.13 -1.97 19.56 0.1489
S 17.53 -2.65 19.43 0.7720
O 17.41 -1.97 20.76 -0.2937
O 16.98 -1.82 18.31 -0.3656
N 16.92 -4.32 19.40 -0.3519
S 16.72 -4.70 20.88 0.5791
O 17.93 -4.77 21.74 -0.3115
O 15.59 -4.03 21.53 -0.3043
C 16.20 -6.58 20.69 -0.6247
F 17.13 -7.19 19.99 0.1436
F 16.11 -7.07 21.91 0.1755
F 14.98 -6.64 20.08 0.1122
C 21.78 -4.29 14.85 -0.0459
C 20.97 -4.57 13.55 -0.1360
N 21.78 -5.11 12.34 -0.2145
C 22.46 -6.42 12.82 0.0594
C 20.74 -5.49 11.25 -0.1239
C 19.81 -4.39 10.61 -0.0400
C 22.82 -4.14 11.70 -0.0635
C 23.39 -4.36 10.31 -0.1720
O 23.88 -5.74 10.20 -0.2311
C 24.42 -6.03 8.91 -0.0618
H 21.89 -5.14 15.53 0.0748
H 21.19 -3.62 15.47 0.0713
H 22.72 -3.75 14.69 0.0848
H 20.55 -3.65 13.17 0.1072
H 20.09 -5.19 13.69 0.1175
H 21.68 -7.08 13.21 0.0970
H 23.15 -6.15 13.62 0.1034
H 23.04 -6.77 11.97 0.0957
H 20.05 -6.22 11.68 0.1086
H 21.32 -5.96 10.45 0.1216
H 19.59 -3.53 11.24 0.0653
H 18.87 -4.80 10.23 0.0774
H 20.24 -3.93 9.72 0.0699
H 23.64 -3.95 12.40 0.1382
H 22.30 -3.21 11.48 0.1332
H 24.14 -3.60 10.10 0.1400
H 22.63 -4.25 9.54 0.1149
H 23.65 -6.28 8.17 0.0954
H 25.07 -6.89 9.05 0.0978
H 25.08 -5.19 8.66 0.0940
C 16.29 2.13 17.44 -0.0307
C 15.87 1.28 16.15 -0.0749
N 17.12 0.98 15.20 -0.2063
C 18.21 0.08 15.94 0.0530
C 16.42 0.24 14.03 -0.1539
C 17.25 -0.27 12.80 -0.0493
C 17.85 2.23 14.75 -0.1025
C 17.01 3.45 14.24 -0.1518
O 16.39 3.05 12.99 -0.2036
C 15.31 3.86 12.59 -0.0947
H 15.41 2.51 17.95 0.0898
H 16.97 2.96 17.26 0.0739
H 16.82 1.52 18.17 0.0688
H 15.30 1.96 15.52 0.1020
H 15.36 0.33 16.30 0.1213
H 17.89 -0.96 15.87 0.0747
H 18.26 0.42 16.98 0.0879
H 19.19 0.18 15.48 0.0982
H 15.54 0.82 13.72 0.1188
H 16.09 -0.67 14.52 0.0798
H 18.27 -0.51 13.12 0.0662
H 17.40 0.58 12.14 0.0693
H 16.82 -1.09 12.22 0.0535
H 18.49 2.04 13.89 0.1375
H 18.40 2.61 15.60 0.1279
H 17.72 4.28 14.25 0.1381
H 16.22 3.69 14.94 0.1056
H 15.72 4.72 12.06 0.0944
H 14.72 4.18 13.45 0.0919
H 14.66 3.45 11.82 0.0933
C 19.81 -7.06 18.51 -0.0147
C 19.27 -6.70 17.14 -0.2846
C 19.32 -7.76 16.13 -0.2218
O 18.76 -7.53 14.83 -0.1927
C 18.99 -8.62 13.86 -0.0428
N 17.75 -6.27 17.22 0.2486
H 17.47 -5.74 16.41 0.0649
H 17.13 -7.06 17.24 0.0945
H 17.67 -5.65 18.01 0.0716
H 19.52 -8.05 18.87 0.1034
H 19.50 -6.39 19.31 0.0676
H 20.89 -6.98 18.43 0.1011
H 19.70 -5.76 16.79 0.1310
H 18.86 -8.60 16.63 0.1427
H 20.36 -8.08 16.06 0.1367
H 18.29 -9.46 13.96 0.1021
H 20.04 -8.93 13.84 0.0789
H 18.87 -8.12 12.90 0.0690
C 13.35 -5.27 13.56 -0.0407
C 13.67 -4.78 12.14 -0.2618
C 13.48 -3.28 11.75 -0.1639
O 13.90 -2.87 10.46 -0.1913
C 14.19 -1.51 10.30 -0.0894
N 15.09 -5.10 11.74 0.2066
H 15.35 -4.68 10.86 0.1494
H 15.71 -4.72 12.43 0.0131
H 15.30 -6.09 11.75 0.1687
H 13.49 -6.32 13.78 0.0738
H 12.28 -5.14 13.73 0.0998
H 13.84 -4.65 14.32 0.0165
H 13.15 -5.40 11.42 0.1519
H 13.93 -2.66 12.53 0.1141
H 12.46 -2.91 11.72 0.1423
H 14.51 -1.29 9.28 0.1031
H 14.97 -1.23 11.00 0.0618
H 13.34 -0.87 10.52 0.0968
C 12.46 -3.13 16.60 -0.0322
C 13.45 -2.87 17.76 -0.2489
C 12.77 -3.24 19.11 -0.1553
O 12.78 -4.65 19.36 -0.2014
C 12.42 -5.08 20.67 -0.0755
N 14.66 -3.76 17.53 0.2102
H 15.38 -3.49 16.86 0.0341
H 15.22 -3.86 18.37 0.0733
H 14.37 -4.70 17.30 0.0976
H 12.95 -2.95 15.64 0.0563
H 11.57 -2.51 16.74 0.0922
H 12.16 -4.17 16.53 0.0925
H 13.81 -1.84 17.76 0.1383
H 11.71 -2.98 19.16 0.1369
H 13.39 -2.71 19.83 0.1270
H 12.45 -6.17 20.75 0.0951
H 11.42 -4.76 20.97 0.0915
H 13.17 -4.66 21.35 0.0739
As 14.35 -8.19 16.64 0.9097
F 15.17 -7.89 15.08 -0.3026
F 14.05 -9.89 16.13 -0.2709
F 13.50 -8.48 18.15 -0.2385
F 14.73 -6.52 17.07 -0.2852
F 12.77 -7.62 15.86 -0.3098
F 15.90 -8.67 17.43 -0.2797
```

=====

Question: multiplicity of number 2 (C30H75O20P5Tl)?
Answer: 1